Below is an isolated molecule of C35H29NO4 in a non-equilibrium geometry, with properties calculated with ωB97M-V/def2-TZVPD.

Calculated values
Gap between HOMO and LUMO (Ha): 0.318
SMILES string: CC1(C)OC(=O)C(Cc2ccc(C#N)cc2)([C@H](C=C(c2ccccc2)c2ccccc2)c2ccccc2)C(=O)O1
Energy relative to the best compared isomer or geometry (same formula, charge and spin) (kJ/mol): 0.0

Positions of all 69 atoms, in Å:
C (1.3930, -0.6454, 3.9478)
C (2.6648, -0.4206, 3.1523)
C (3.9554, -0.8010, 3.8591)
O (2.6027, -1.2309, 1.9505)
C (1.8148, -0.8579, 0.8970)
O (1.3640, -1.7112, 0.1583)
C (1.7039, 0.6250, 0.6001)
C (0.2788, 0.9153, 0.0987)
C (-0.8283, 0.5095, 1.0395)
C (-1.4025, 1.4438, 1.9089)
C (-2.5821, 1.1394, 2.5822)
C (-3.1837, -0.1142, 2.4013)
C (-4.4287, -0.4275, 3.0482)
N (-5.4492, -0.6917, 3.5556)
C (-2.5621, -1.0768, 1.5941)
C (-1.3959, -0.7592, 0.9088)
C (2.8233, 0.9491, -0.3826)
C (3.8400, 1.7759, 0.3144)
C (5.1363, 1.4862, 0.5981)
C (5.9106, 2.5088, 1.3558)
C (5.7187, 3.8770, 1.0928)
C (6.4165, 4.8396, 1.8223)
C (7.2846, 4.4455, 2.8486)
C (7.4786, 3.0867, 3.1298)
C (6.8016, 2.1232, 2.3804)
C (5.8578, 0.2354, 0.2324)
C (5.2369, -1.0233, 0.1684)
C (5.9805, -2.1767, -0.1118)
C (7.3624, -2.1041, -0.3165)
C (8.0006, -0.8577, -0.2522)
C (7.2515, 0.2882, -0.0047)
C (2.1974, 1.5953, -1.6227)
C (1.7566, 0.7590, -2.6617)
C (0.7594, 1.2127, -3.5238)
C (0.2748, 2.5171, -3.3936)
C (0.8629, 3.4006, -2.4860)
C (1.8685, 2.9494, -1.6172)
C (1.8910, 1.4520, 1.8540)
O (1.4078, 2.5593, 2.0013)
O (2.7715, 0.9676, 2.7854)
H (0.5141, -0.3583, 3.3561)
H (1.3199, -1.7038, 4.2205)
H (1.4384, -0.0392, 4.8578)
H (4.8048, -0.6058, 3.1964)
H (4.0678, -0.2063, 4.7715)
H (3.9371, -1.8662, 4.1159)
H (0.2027, 1.9933, -0.0836)
H (0.1490, 0.3917, -0.8560)
H (-0.9155, 2.4081, 2.0543)
H (-3.0378, 1.8748, 3.2490)
H (-2.9915, -2.0756, 1.4984)
H (-0.9135, -1.4935, 0.2659)
H (3.2858, 0.0398, -0.7617)
H (3.4833, 2.7550, 0.6475)
H (5.0354, 4.1722, 0.2904)
H (6.2691, 5.8949, 1.5903)
H (7.8069, 5.1974, 3.4375)
H (8.1477, 2.7651, 3.9290)
H (6.9502, 1.0601, 2.5923)
H (4.1713, -1.1251, 0.3926)
H (5.4562, -3.1312, -0.1620)
H (7.9378, -3.0080, -0.5296)
H (9.0768, -0.7706, -0.3967)
H (7.7531, 1.2572, 0.0142)
H (2.1536, -0.2571, -2.7357)
H (0.3541, 0.5363, -4.2800)
H (-0.5620, 2.8498, -4.0112)
H (0.5316, 4.4376, -2.4202)
H (2.3368, 3.6265, -0.9018)

Below is the ion C2H6O2PS with charge -1 in a non-equilibrium geometry, with properties calculated with ωB97M-V/def2-TZVPD.

Calculated values
Gap between HOMO and LUMO (Ha): 0.246
SMILES string: CP([O-])SCO
Energy relative to the best compared isomer or geometry (same formula, charge and spin) (kJ/mol): 179.3
Total charge: -1

Positions of all 12 atoms, in Å:
C (0.8026, 1.6433, -0.8486)
P (-0.3720, 0.2490, -1.3965)
O (0.0001, -0.0469, -2.7992)
S (0.5788, -1.3676, -0.1194)
C (-0.3519, -1.0795, 1.4238)
O (-1.4670, -1.9133, 1.6097)
H (0.2971, 2.5854, -1.0757)
H (1.0298, 1.6107, 0.2153)
H (1.7156, 1.5723, -1.4391)
H (0.3356, -1.2776, 2.2506)
H (-0.6500, -0.0235, 1.4227)
H (-1.9189, -1.9525, 0.7563)

Below is a structure of composition C3H9NO in a non-equilibrium geometry, with properties calculated with ωB97M-V/def2-TZVPD.

Calculated values
Gap between HOMO and LUMO (Ha): 0.315
Energy relative to the best compared isomer or geometry (same formula, charge and spin) (kJ/mol): 601.3

Positions of all 14 atoms, in Å:
C (-0.5866, -0.4018, 0.4071)
C (1.6438, -0.6255, -0.5529)
C (-1.5823, 0.1663, -0.5572)
N (0.5268, 0.2682, 0.7491)
O (0.5122, 1.6327, 0.7072)
H (1.0057, 1.9016, 1.4984)
H (-1.0781, -0.1452, 1.7934)
H (-0.5210, -1.4788, 0.4870)
H (-2.5859, -0.0605, -0.1913)
H (2.4209, -0.9306, 0.1478)
H (1.2673, -1.4875, -1.0952)
H (1.9217, 0.1913, -1.2119)
H (-1.4373, -0.2778, -1.5417)
H (-1.5073, 1.2475, -0.6396)

Number 2 is which compound?
C2H6O2PS